Entry 1:
The following is a quantum chemistry calculation of a structure of composition C36H55O4RuS3Se, from the Open Molecules 2025 dataset.

Element x y z (Å)
Ru 0.542541 1.510284 1.741055
C -1.985687 2.677850 3.876729
C -0.837444 2.921244 4.818234
S 0.555172 1.821352 4.412474
C 1.921822 3.012119 4.496842
C 1.871464 4.161607 3.513103
S 1.826649 3.797934 1.717272
C -0.411059 6.304306 0.818865
C -1.412517 6.254494 1.679398
S -1.595802 3.145540 2.177095
H -2.852593 3.270674 4.176465
H -2.258589 1.618102 3.876901
H -1.118856 2.704240 5.850127
H -0.489687 3.949093 4.744842
H 2.814079 2.410135 4.362297
H 1.914398 3.420815 5.508839
H 2.763111 4.774305 3.652531
H 0.989683 4.786052 3.658578
H -0.558330 6.121508 -0.238384
H 0.606149 6.516677 1.121870
H -2.426459 6.043976 1.366371
H -1.271685 6.440788 2.737218
C 2.729269 -1.474272 -4.764579
C 3.233158 -2.276389 -3.562823
C 4.769346 -2.263448 -3.581868
C 2.731075 -3.721757 -3.707049
C 2.731313 -1.711141 -2.238167
C 1.928425 -0.585456 -2.149532
C 1.445544 -0.180045 -0.919818
Se 0.342266 1.397523 -0.840877
C -1.395421 0.556927 -0.858222
C -1.918451 0.242491 -2.098476
C -3.178665 -0.318151 -2.211384
C -3.867073 -0.554874 -1.021581
C -3.377520 -0.259197 0.240446
C -2.083208 0.350282 0.356947
O -1.585030 0.706296 1.502778
C -4.242746 -0.508709 1.480339
C -3.460078 -1.267760 2.565114
C -4.700607 0.861930 2.003354
C -5.492905 -1.339957 1.172519
C -3.754525 -0.618578 -3.592740
C -3.872008 0.694849 -4.383095
C -2.818102 -1.581466 -4.339512
C -5.143433 -1.256794 -3.524490
C 1.692148 -0.859954 0.293054
O 1.050878 -0.524547 1.378235
C 2.629972 -1.934254 0.219763
C 3.071257 -2.330324 -1.034989
C 3.194376 -2.684182 1.440605
C 2.690882 -4.136044 1.399369
C 2.807798 -2.080372 2.794865
C 4.730998 -2.676337 1.367062
H 3.102371 -1.929848 -5.682979
H 3.085381 -0.443053 -4.732455
H 1.638743 -1.472156 -4.806919
H 5.137969 -2.660568 -4.530258
H 5.179877 -2.872081 -2.775926
H 5.140982 -1.243945 -3.464689
H 3.045923 -4.137427 -4.666830
H 1.641621 -3.750572 -3.655994
H 3.125136 -4.359157 -2.915329
H 1.661152 -0.005322 -3.023992
H -1.317685 0.448545 -2.977891
H -4.852512 -0.990716 -1.085999
H -2.560039 -0.734411 2.854102
H -3.166251 -2.252183 2.194949
H -4.089431 -1.402132 3.448509
H -3.845031 1.503214 2.192678
H -5.275086 0.753865 2.928161
H -5.329976 1.353249 1.258464
H -5.230618 -2.300584 0.725555
H -6.181310 -0.810931 0.511342
H -6.021503 -1.534020 2.107244
H -2.900316 1.173870 -4.503540
H -4.532600 1.389685 -3.862077
H -4.285807 0.499610 -5.375340
H -1.833908 -1.139241 -4.495798
H -3.238183 -1.829755 -5.317042
H -2.692270 -2.505309 -3.772948
H -5.858450 -0.594900 -3.033294
H -5.115915 -2.210391 -2.994759
H -5.503106 -1.443806 -4.537543
H 3.736103 -3.184375 -1.082366
H 1.600644 -4.157175 1.426163
H 3.070844 -4.688530 2.261766
H 3.022281 -4.644348 0.492707
H 1.737212 -2.142633 2.967389
H 3.102971 -1.034058 2.863526
H 3.318220 -2.633697 3.588103
H 5.103388 -3.180862 0.475506
H 5.144491 -3.188848 2.237817
H 5.110138 -1.652476 1.362829
C 4.270232 1.385320 0.009331
O 3.016688 2.054830 0.198221
C 2.566698 2.093268 1.476627
O 3.060103 1.474070 2.410397
H 4.394355 1.276438 -1.063607
H 4.260709 0.406870 0.485634
H 5.080476 1.987290 0.426582

Forces on the atoms, in the same order (eV/Å):
Ru -4.3 1.0 -0.5
C 0.1 -0.5 -0.6
C 0.1 -0.1 0.2
S 0.2 -0.2 -1.0
C -0.1 -0.2 0.2
C 0.1 -0.1 -0.4
S -1.0 -1.4 0.2
C 0.0 0.1 -0.1
C 0.0 0.3 0.0
S 1.8 0.3 0.1
H -0.1 0.0 0.0
H -0.2 0.0 0.1
H 0.0 0.0 0.0
H -0.1 0.0 0.0
H 0.0 0.1 0.1
H 0.1 0.0 0.0
H 0.0 0.1 0.0
H 0.0 0.0 0.0
H 0.0 0.0 0.0
H 0.0 0.1 0.1
H 0.0 0.0 0.0
H 0.0 0.0 0.0
C 0.0 -0.1 0.1
C 0.1 -0.1 0.0
C -0.1 0.0 0.0
C 0.0 0.1 0.0
C 0.0 0.0 0.0
C 0.0 0.1 0.0
C 0.0 0.0 0.2
Se -0.1 -0.5 1.6
C 0.0 0.3 0.2
C -0.1 0.0 -0.1
C 0.1 0.0 -0.1
C 0.1 0.0 0.0
C 0.1 0.1 0.2
C 0.2 -0.2 -0.7
O 1.4 -0.8 0.6
C 0.1 0.1 0.1
C 0.0 0.1 -0.1
C 0.0 -0.1 0.1
C 0.1 0.1 0.0
C 0.1 0.0 -0.1
C 0.0 -0.1 0.0
C -0.1 0.0 0.0
C 0.1 0.1 0.0
C 0.2 -0.2 -1.2
O 0.0 1.5 1.2
C -0.2 0.3 0.4
C 0.0 0.1 -0.1
C -0.1 -0.1 0.0
C 0.1 0.1 0.0
C 0.0 0.0 0.0
C -0.1 0.0 0.0
H 0.0 0.0 0.0
H 0.0 0.0 0.0
H 0.0 0.0 0.0
H 0.0 0.0 0.0
H 0.0 0.0 0.0
H 0.0 0.0 0.0
H 0.0 0.0 0.0
H 0.0 0.0 0.0
H 0.0 0.0 0.0
H 0.0 0.0 0.0
H 0.0 0.0 0.0
H 0.0 0.0 0.0
H 0.1 0.0 0.0
H 0.0 0.0 0.0
H 0.0 0.0 0.0
H 0.1 0.1 0.0
H 0.0 0.0 0.0
H 0.0 0.0 0.0
H 0.0 0.0 0.0
H 0.0 0.0 0.0
H 0.0 0.0 0.0
H 0.0 0.0 0.0
H 0.0 0.0 0.0
H 0.0 0.0 0.0
H 0.0 0.0 0.0
H 0.0 0.0 0.0
H 0.0 0.0 0.0
H 0.0 0.0 0.0
H 0.0 0.0 0.0
H 0.0 0.0 0.0
H 0.0 0.0 0.0
H 0.0 0.0 0.0
H 0.0 0.0 0.0
H 0.0 0.0 0.0
H 0.0 0.0 0.0
H 0.0 0.0 0.0
H 0.0 0.0 0.0
H 0.0 0.0 0.0
H 0.0 0.0 0.0
H 0.0 0.0 0.0
C 0.1 -0.2 0.1
O 0.0 0.1 0.1
C 1.6 0.5 -0.3
O 0.0 -0.2 -0.1
H -0.1 0.0 0.0
H 0.0 0.0 -0.1
H 0.0 0.0 0.0

Output
E_LUMO (spin up / spin down): -1.60 / -1.48 eV
⟨S²⟩: 0.82
multiplicity: 2
molecular weight: 828.1 g/mol
energy: -5396.50676 hartree
frontier orbital gap (spin up / spin down): 5.4 / 5.4 eV
ΔE to the lowest compared entry with this formula, charge and spin: 0.000 eV

Results of the Löwdin charge analysis, in e, for atoms 1 through 6: atom 1 (Ru): 0.8867, atom 2 (C): -0.6331, atom 3 (C): -0.5154, atom 4 (S): 0.9194, atom 5 (C): -0.4983, atom 6 (C): -0.4710

Entry 2:
The following is a quantum chemistry calculation of a structure of composition C33H52AlN2O2SSe, from the Open Molecules 2025 dataset.

Element x y z (Å)
Al 11.040706 11.138433 13.386173
C 6.852812 6.532623 18.121708
C 7.576286 7.952155 18.185684
C 6.521613 9.042679 18.456217
C 8.568448 7.850473 19.358236
C 8.260218 8.344648 16.834567
C 9.315160 9.276397 16.845989
C 9.880710 9.732261 15.700776
Se 11.558166 10.688523 15.789951
C 12.662183 9.278837 15.054689
C 13.450608 8.565209 15.952163
C 14.223794 7.509623 15.455289
C 14.268162 7.276161 14.041930
C 13.477607 7.971397 13.146737
C 12.806916 9.137780 13.646332
O 12.309270 10.086190 12.829714
C 13.682063 7.674422 11.658652
C 12.413883 8.027564 10.878619
C 14.135654 6.198607 11.432193
C 14.842345 8.479578 11.127440
C 15.160609 6.690070 16.362518
C 14.703468 6.748272 17.807809
C 16.492289 7.313396 16.145063
C 15.109059 5.191797 15.883005
C 9.229733 9.538348 14.462117
O 9.547878 10.323456 13.387492
C 8.202610 8.583675 14.374038
C 7.763106 7.943924 15.590615
C 7.436230 8.301143 13.067045
C 8.431052 7.953898 11.915441
C 6.354592 7.248183 13.171967
C 6.703376 9.594876 12.586699
H 6.365748 6.481262 19.076647
H 6.131486 6.543669 17.279183
H 7.591240 5.765275 17.966538
H 5.954327 8.848075 19.385196
H 6.795728 10.094099 18.497305
H 5.790383 8.923895 17.663414
H 8.135405 7.150682 20.093164
H 9.546816 7.373156 19.029833
H 8.790906 8.833935 19.826900
H 9.760742 9.593520 17.760854
H 13.250907 8.684438 16.999669
H 14.818825 6.424289 13.675619
H 11.522096 7.531226 11.236560
H 12.163615 9.097361 11.083877
H 12.653469 7.750338 9.813784
H 13.502651 5.536100 11.977344
H 14.105216 5.943174 10.375453
H 15.203659 6.067763 11.765894
H 14.631421 9.545048 11.027593
H 15.724860 8.419618 11.786087
H 15.146642 8.103507 10.124726
H 15.132088 7.609610 18.388116
H 13.610111 6.854322 17.979204
H 14.877148 5.868144 18.452342
H 16.512935 8.428998 16.390587
H 17.229050 6.814571 16.773016
H 16.860679 7.032724 15.130406
H 14.097638 4.843218 16.062742
H 15.367833 5.087407 14.855440
H 15.689511 4.554454 16.565382
H 6.990288 7.193596 15.533180
H 9.149570 7.167166 12.229948
H 7.886106 7.673938 10.953863
H 9.095575 8.810001 11.699568
H 6.662191 6.455651 13.808779
H 5.370306 7.623432 13.547705
H 6.060094 6.747880 12.177958
H 7.437344 10.412806 12.455521
H 6.144647 9.499224 11.648214
H 5.951056 9.885178 13.380486
C 12.099024 12.704735 7.871904
C 12.533788 13.527952 9.064266
N 12.316006 12.704989 10.296287
C 12.084676 13.277022 11.545732
S 10.596317 13.081572 12.456527
N 13.114005 13.746051 12.218602
C 14.511347 13.895010 11.879546
C 15.407230 13.634778 13.098115
H 12.085738 13.352592 6.979939
H 11.104894 12.279453 8.064489
H 12.888277 11.951431 7.737728
H 11.919325 14.398500 9.188024
H 13.597359 13.812213 9.150608
H 11.594432 11.949933 10.114214
H 12.941086 13.603857 13.216879
H 14.631365 14.889060 11.488961
H 14.706254 13.170896 11.109430
H 15.062575 14.210079 13.972837
H 16.453252 13.709440 12.898454
H 15.242211 12.541421 13.339068

Forces on the atoms, in the same order (eV/Å):
Al 0.3 -0.9 0.1
C 0.3 2.5 -1.2
C 0.4 -0.3 -0.5
C -1.1 -0.9 0.3
C 1.1 -0.4 -0.3
C -0.4 0.1 0.4
C -0.3 -1.2 0.6
C -0.5 0.4 -1.1
Se -0.2 0.0 -0.6
C 0.9 0.3 -0.8
C -0.6 -1.4 -1.0
C 0.3 0.2 -0.7
C -1.2 0.1 2.0
C 0.9 1.4 0.1
C 0.0 -0.9 0.8
O 0.0 0.7 -0.1
C -0.2 -0.5 0.3
C 0.4 0.4 -0.7
C 0.7 0.8 0.3
C 1.1 0.7 -0.6
C -1.8 -0.8 -0.7
C -0.7 0.7 2.2
C 1.9 0.3 0.0
C -0.2 0.8 2.0
C -0.4 -0.2 -0.4
O -0.3 -0.5 0.7
C -0.9 -0.5 1.0
C 1.1 1.3 -0.6
C 0.1 1.2 -1.9
C 0.4 -0.3 -0.4
C -1.6 -0.8 -1.2
C -0.1 0.9 1.3
H -0.5 -0.6 0.3
H 0.2 -0.3 0.7
H 0.2 -0.4 0.1
H 0.4 -0.1 -0.2
H 0.7 -0.1 -0.2
H -0.3 0.3 -0.2
H 0.2 0.6 0.0
H -1.1 0.6 0.3
H -0.1 -0.7 -0.2
H 0.1 0.0 0.7
H 0.4 0.1 0.3
H 0.1 0.2 0.1
H -0.1 -0.7 0.0
H 0.5 -0.9 -1.0
H -0.8 0.6 0.8
H -0.4 -0.7 0.4
H -0.1 0.1 -0.1
H -1.1 0.0 -0.3
H -0.2 0.1 0.0
H -0.3 -0.2 -0.2
H -0.2 0.3 0.6
H -0.2 -0.6 -0.7
H 0.4 0.0 -0.7
H 0.6 0.1 -0.7
H 0.0 -1.5 -0.7
H 0.1 0.1 0.4
H -0.3 0.9 0.4
H -0.4 0.0 -0.4
H 0.4 -0.4 -0.5
H 0.4 0.3 -0.5
H 0.0 0.1 0.0
H -0.7 0.0 -0.3
H 0.7 0.2 1.4
H -0.5 -0.2 0.0
H 0.2 -1.0 0.4
H 0.9 0.0 0.0
H 0.8 1.0 1.2
H -0.5 -0.3 0.1
H 0.2 -0.4 0.1
H 0.8 -0.1 -0.8
C 1.1 0.4 -0.1
C 0.5 -0.1 1.3
N -2.4 -0.6 0.7
C 1.8 -1.9 -0.7
S 0.0 0.3 -0.6
N -0.9 -0.2 1.6
C 0.5 0.0 -0.1
C -2.0 -1.9 0.4
H -0.1 -0.4 0.3
H 0.3 0.0 -0.3
H -0.7 -0.2 -0.3
H -0.2 0.7 -0.2
H -0.4 0.0 -0.9
H 0.9 1.5 0.3
H 0.0 1.1 -0.2
H 0.3 0.5 -0.3
H 0.3 -0.3 -0.6
H 0.5 0.0 -0.4
H 0.5 0.5 -0.2
H 0.2 1.0 0.0

Output
charge: +1
E_LUMO: -3.59 eV
molecular weight: 646.8 g/mol
energy: -4590.57159 hartree
frontier orbital gap: 6.8 eV

Results of the Löwdin charge analysis, in e, for atoms 1 through 6: atom 1 (Al): -0.1424, atom 2 (C): -0.0317, atom 3 (C): -0.5238, atom 4 (C): -0.0508, atom 5 (C): -0.0700, atom 6 (C): -0.1410

Q: Among the records above, which one has the lowest molecular weight?
A: C33H52AlN2O2SSe

Q: What is the formula in the first record?
A: C36H55O4RuS3Se

Q: Among the records above, which one has the highest energy?
A: C33H52AlN2O2SSe

Q: Look up the molecular weight of the second one.
A: 646.8 g/mol